Entry from OMol25: C9H10N2O2 in the gas phase in a non-equilibrium geometry (ωB97M-V with the def2-TZVPD basis set).

```
23
Properties=species:S:1:pos:R:3:forces:R:3
C -2.96390 -1.37739 -0.43862 -0.1 -0.4 -0.2
N -2.31816 -0.12463 -0.16284 0.3 0.3 0.1
C -2.92899 1.07647 0.05580 -0.1 0.3 0.1
C -1.92802 1.98199 0.25928 -0.3 -0.1 0.0
N -0.72316 1.36576 0.16985 0.6 -0.1 -0.1
C -0.98114 0.10785 -0.08737 0.0 -0.1 0.0
C 0.04569 -0.97642 -0.26091 0.1 0.4 0.0
O -0.09074 -1.97040 0.74046 0.0 -0.2 0.2
C 1.41509 -0.36853 -0.26401 0.1 -0.2 -1.1
C 2.24228 0.00419 -1.28013 -0.5 -0.3 0.4
C 3.39099 0.55977 -0.66532 0.1 0.1 0.6
C 3.17281 0.47833 0.67314 0.7 0.3 -0.5
O 1.97976 -0.08346 0.92624 -0.5 -0.2 0.3
H -3.96476 -1.37270 -0.00879 0.1 0.0 0.0
H -3.04376 -1.54096 -1.51705 0.0 0.0 0.1
H -2.38527 -2.18891 0.00117 -0.1 0.0 0.0
H -3.99476 1.17942 0.05467 -0.2 0.0 0.0
H -1.99430 3.03084 0.46545 -0.1 0.2 0.0
H -0.12177 -1.49182 -1.21531 0.1 0.1 0.1
H 0.24932 -1.59872 1.56387 0.0 0.0 0.0
H 2.05776 -0.10056 -2.32922 -0.1 -0.1 -0.2
H 4.25405 0.95975 -1.15639 0.2 0.1 0.0
H 3.76609 0.76718 1.51772 0.0 0.0 0.2
```
Positions in Å, forces in eV/Å.

LUMO energy = 0.84 eV
E = -16569.5003 eV
SMILES = Cn1ccnc1[C@H](O)c1ccco1
HOMO-LUMO gap = 9.27 eV